Record 1
The following is a quantum chemistry calculation of a structure of composition C20H42NOP3Ru at a distorted geometry, from the Open Molecules 2025 dataset.

Structure (ORCA input):
```
! RIJCOSX wB97M-V def2-TZVPD def2/J DEFGRID3
* xyz 3 6
Ru 0.299 -0.442 0.814
P -1.429 -1.858 1.061
P 1.567 -1.019 2.583
P 1.458 -1.629 -0.759
H -0.475 6.066 -6.275
C -0.544 5.164 -6.894
C -1.730 4.604 -7.185
H -2.669 5.032 -6.817
C -2.942 -1.046 1.673
C -1.260 -3.345 2.107
C -2.006 -2.412 -0.577
C 3.089 -0.004 2.581
C 0.926 -0.663 4.261
C 2.141 -2.743 2.796
C 0.934 -1.530 -2.506
C 1.668 -3.446 -0.573
C 3.157 -0.948 -0.824
H 0.391 4.765 -7.301
H -1.805 3.728 -7.838
H -3.115 -0.132 1.090
H -2.847 -0.794 2.737
H -3.787 -1.733 1.536
H -1.028 -3.066 3.143
H -0.474 -4.010 1.731
H -2.217 -3.887 2.099
H -2.260 -1.521 -1.169
H -2.898 -3.036 -0.430
H -1.233 -2.991 -1.096
H 3.669 -0.197 3.492
H 2.786 1.051 2.562
H 3.701 -0.225 1.700
H 1.566 -1.148 5.008
H -0.095 -1.047 4.378
H 0.936 0.418 4.446
H 3.217 -2.745 3.006
H 1.956 -3.348 1.905
H 1.625 -3.202 3.648
H 1.401 -2.338 -3.086
H 1.242 -0.559 -2.916
H -0.158 -1.613 -2.570
H 1.828 -3.891 -1.565
H 0.770 -3.900 -0.135
H 2.542 -3.673 0.047
H 3.643 -1.214 -1.773
H 3.756 -1.327 0.014
H 3.086 0.146 -0.758
C -0.720 1.503 -1.974
C 0.421 2.374 -1.894
C 0.898 3.037 -3.007
C 0.211 2.964 -4.224
C -0.955 2.191 -4.321
C -1.448 1.515 -3.221
O -1.061 0.707 -1.024
H 1.299 0.682 0.251
H 0.938 2.446 -0.937
H 1.820 3.616 -2.929
H 0.552 3.528 -5.097
H -1.478 2.120 -5.279
H -2.355 0.917 -3.256
C -1.942 1.362 5.412
C -2.062 1.979 3.994
C -1.236 1.332 3.007
N -0.617 0.866 2.137
H -2.140 0.283 5.391
H -2.675 1.798 6.101
H -0.946 1.518 5.842
H -3.109 1.925 3.640
H -1.777 3.045 4.016
*
```

Values from the calculation:
* E_tot: -55376.638 eV
* orbital gap (spin up / spin down): 4.8 / 3.3 eV
* M: 506.6 g mol⁻¹
* energy above the lowest of the compared OMol25 structures with the same formula, charge and spin: 0.0 kJ/mol
* E_HOMO (spin up / spin down): -14.0788 / -17.0311 eV

Atom charges from the Löwdin analysis, given in e for atoms 1 to 6: 0.64 0.66 0.68 0.68 0.13 0.21

Record 2
The following is a quantum chemistry calculation of a structure of composition C20H43AlN2P3S at a distorted geometry, from the Open Molecules 2025 dataset.

Structure (ORCA input):
```
! RIJCOSX wB97M-V def2-TZVPD def2/J DEFGRID3
* xyz 3 1
Al 3.630 -1.722 -0.168
P -1.275 2.748 1.158
P -2.927 -0.524 -0.196
P 3.647 0.572 -0.135
H 1.761 -2.261 -1.928
C 2.849 -2.147 -1.910
C 3.726 -3.208 -1.358
H 3.260 -4.127 -0.993
C -1.618 4.248 0.214
C -2.667 2.532 2.303
C 0.157 3.086 2.208
C -3.647 -2.086 -0.648
C -2.645 -0.616 1.571
C -3.884 0.841 -0.832
C 5.250 1.259 -0.635
C 3.465 1.085 1.610
C 2.417 1.593 -1.006
H 3.203 -1.545 -2.759
H 4.705 -3.392 -1.797
H -2.042 5.025 0.871
H -2.336 4.020 -0.586
H -0.682 4.612 -0.231
H -2.863 3.487 2.811
H -2.433 1.778 3.063
H -3.572 2.222 1.768
H -0.135 3.743 3.039
H 0.950 3.574 1.631
H 0.565 2.158 2.628
H -4.702 -2.042 -0.330
H -3.082 -2.880 -0.128
H -3.623 -2.227 -1.734
H -3.530 -0.233 2.111
H -1.753 -0.056 1.888
H -2.484 -1.674 1.845
H -4.845 0.854 -0.287
H -4.085 0.684 -1.900
H -3.363 1.810 -0.708
H 5.426 2.218 -0.126
H 5.243 1.393 -1.724
H 6.047 0.548 -0.382
H 4.045 2.003 1.778
H 3.843 0.307 2.282
H 2.410 1.261 1.852
H 2.924 2.375 -1.580
H 1.721 2.062 -0.304
H 1.845 0.970 -1.693
C -1.324 -0.678 -2.849
C -1.060 0.272 -3.855
C -1.354 -0.031 -5.195
C -1.898 -1.279 -5.522
C -2.071 -2.258 -4.541
C -1.746 -1.961 -3.216
S -1.050 -0.232 -1.108
H -1.042 1.585 0.290
H -0.664 1.245 -3.576
H -1.174 0.710 -5.983
H -2.168 -1.500 -6.560
H -2.485 -3.236 -4.798
H -1.864 -2.717 -2.443
C 1.446 -1.172 4.204
N 1.103 -2.231 3.224
C 0.076 -3.225 3.591
C 1.784 -2.343 2.136
N 2.557 -2.123 1.253
H 1.131 -1.523 5.193
H 0.911 -0.241 3.975
H 2.525 -0.978 4.191
H -0.926 -2.867 3.316
H 0.278 -4.162 3.049
H 0.121 -3.385 4.673
*
```

Values from the calculation:
* E_tot: -69690.357 eV
* orbital gap (spin up / spin down): 5.6 / 5.6 eV
* M: 463.5 g mol⁻¹
* energy above the lowest of the compared OMol25 structures with the same formula, charge and spin: 0.0 kJ/mol
* E_HOMO (spin up / spin down): -13.4803 / -13.4831 eV

Atom charges from the Löwdin analysis, given in e for atoms 1 to 6: 0.20 0.88 0.62 0.80 0.03 -0.28

Record 3
The following is a quantum chemistry calculation of a structure of composition C20H43BFNO12S at a distorted geometry, from the Open Molecules 2025 dataset.

Structure (ORCA input):
```
! RIJCOSX wB97M-V def2-TZVPD def2/J DEFGRID3
* xyz 0 1
C -0.274 -0.650 -0.299
C -1.113 -1.421 -1.315
C -0.933 -2.930 -1.255
O 0.436 -3.341 -1.374
N 1.118 -3.403 -0.133
B 2.518 -2.799 -0.382
C 3.066 -1.748 0.627
O 3.200 -3.206 -1.486
S 1.139 -4.883 0.567
O 0.157 -4.998 1.589
O 2.495 -5.220 0.848
F 0.634 -5.788 -0.599
H 0.763 -0.605 -0.620
H -0.284 -1.208 0.642
H -0.652 0.350 -0.104
H -2.175 -1.222 -1.119
H -0.926 -1.054 -2.328
H -1.395 -3.365 -0.366
H -1.407 -3.391 -2.123
H 4.021 -2.098 1.035
H 3.294 -0.839 0.065
H 2.387 -1.521 1.446
H 2.858 -2.834 -2.310
O 1.994 -0.656 -2.304
C 2.090 0.447 -2.787
O 2.584 1.422 -2.009
C 2.846 2.746 -2.494
C 1.611 3.618 -2.455
C 1.600 0.758 -4.175
H 3.293 2.706 -3.488
H 3.607 3.130 -1.816
H 0.827 3.237 -3.108
H 1.863 4.633 -2.766
H 1.207 3.649 -1.443
H 0.530 0.958 -4.100
H 1.753 -0.125 -4.792
H 2.087 1.607 -4.646
O -1.863 3.451 0.563
C -2.102 2.880 1.595
O -2.189 1.540 1.564
C -2.264 0.707 2.732
C -3.684 0.563 3.236
C -2.362 3.612 2.888
H -1.578 1.058 3.502
H -1.877 -0.253 2.393
H -4.093 1.517 3.570
H -3.714 -0.134 4.075
H -4.330 0.183 2.444
H -3.412 3.906 2.908
H -1.752 4.512 2.891
H -2.140 3.032 3.778
O -0.265 1.409 -3.408
C -1.422 1.742 -3.433
O -2.022 1.808 -4.644
C -3.427 2.042 -4.795
C -3.771 3.516 -4.762
C -2.181 2.140 -2.193
H -3.991 1.475 -4.053
H -3.666 1.619 -5.769
H -3.526 3.963 -3.799
H -4.836 3.657 -4.945
H -3.212 4.048 -5.532
H -1.978 3.187 -1.972
H -1.807 1.551 -1.361
H -3.255 1.996 -2.266
O 0.801 0.124 4.007
C 1.346 -0.827 4.504
O 2.601 -1.112 4.121
C 3.384 -2.154 4.722
C 3.103 -3.506 4.104
C 0.628 -1.743 5.467
H 3.247 -2.157 5.804
H 4.414 -1.856 4.532
H 2.071 -3.820 4.264
H 3.761 -4.260 4.538
H 3.274 -3.477 3.030
H 0.059 -2.465 4.880
H -0.067 -1.141 6.047
H 1.277 -2.285 6.148
*
```

Values from the calculation:
* E_tot: -61724.220 eV
* orbital gap: 9.3 eV
* M: 551.4 g mol⁻¹
* E_HOMO: -8.8289 eV

Atom charges from the Löwdin analysis, given in e for atoms 1 to 6: -0.07 -0.21 -0.18 -0.12 -0.10 -0.58

Record 4
The following is a quantum chemistry calculation of a cluster of 5 separate species, C20H43BrFN5O7 in total at a distorted geometry, from the Open Molecules 2025 dataset.

Structure (ORCA input):
```
! RIJCOSX wB97M-V def2-TZVPD def2/J DEFGRID3
* xyz 0 1
C -0.299 1.693 -4.149
C 1.163 2.042 -4.302
O 1.936 0.859 -4.343
C 3.268 1.133 -4.682
C 4.213 0.029 -4.212
N 3.698 -0.801 -3.095
C 4.843 -1.522 -2.487
C 5.310 -0.857 -1.156
C 5.321 -1.866 -0.027
F 4.458 0.191 -0.849
C 2.759 -1.773 -3.548
O 1.578 -1.764 -3.269
O 3.303 -2.833 -4.298
Br 2.831 -2.734 -6.055
H -0.547 1.522 -3.105
H -0.939 2.492 -4.498
H -0.504 0.784 -4.707
H 1.469 2.632 -3.438
H 1.331 2.672 -5.177
H 3.569 2.093 -4.261
H 3.358 1.220 -5.769
H 5.106 0.512 -3.827
H 4.546 -0.607 -5.032
H 4.587 -2.558 -2.298
H 5.693 -1.548 -3.168
H 6.304 -0.443 -1.311
H 4.503 -2.566 -0.113
H 6.273 -2.392 -0.067
H 5.225 -1.363 0.925
C -0.340 7.025 -2.918
C -0.187 5.549 -2.633
O 0.002 4.733 -3.519
N -0.265 5.152 -1.335
C -0.482 5.968 -0.155
H -0.253 7.178 -3.989
H -1.316 7.382 -2.590
H 0.440 7.598 -2.416
H -0.154 4.158 -1.212
H 0.360 5.864 0.531
H -1.389 5.648 0.360
H -0.584 7.013 -0.423
C 1.301 -0.514 0.155
C 1.667 -1.508 1.230
O 2.823 -1.672 1.603
N 0.660 -2.234 1.777
C -0.761 -2.189 1.469
H 2.203 -0.018 -0.185
H 0.840 -1.015 -0.698
H 0.609 0.234 0.547
H 0.967 -2.881 2.485
H -1.309 -1.930 2.373
H -1.089 -3.174 1.134
H -0.968 -1.462 0.690
C -3.395 -3.308 6.206
C -2.311 -2.658 5.382
O -2.246 -2.813 4.169
N -1.400 -1.889 6.027
C -1.317 -1.596 7.446
H -4.037 -3.880 5.542
H -2.963 -3.980 6.948
H -3.998 -2.553 6.712
H -0.704 -1.488 5.418
H -1.392 -0.520 7.609
H -0.362 -1.941 7.844
H -2.118 -2.086 7.987
C -7.335 -2.156 1.569
C -6.196 -2.613 2.452
O -6.289 -3.599 3.165
N -5.054 -1.879 2.428
C -4.769 -0.685 1.657
H -8.167 -2.840 1.701
H -7.657 -1.151 1.843
H -7.037 -2.163 0.520
H -4.329 -2.236 3.035
H -3.912 -0.859 1.004
H -4.527 0.144 2.326
H -5.620 -0.404 1.048
*
```

Values from the calculation:
* E_tot: -115979.249 eV
* orbital gap: 8.4 eV
* M: 564.5 g mol⁻¹
* SMILES string: CCOCCN(C[C@H](C)F)C(=O)OBr.CNC(C)=O.CNC(C)=O.CNC(C)=O.CNC(C)=O
* E_HOMO: -8.9963 eV

Atom charges from the Löwdin analysis, given in e for atoms 1 to 6: -0.07 -0.29 -0.15 -0.20 -0.13 -0.04

Record 5
The following is a quantum chemistry calculation of a structure of composition C20H43EuO2P3 at a distorted geometry, from the Open Molecules 2025 dataset.

Structure (ORCA input):
```
! RIJCOSX wB97M-V def2-TZVPD def2/J DEFGRID3
* xyz 3 7
Eu -0.175 -0.705 1.115
P 0.554 -3.074 -0.540
P 2.696 -0.293 1.538
P -2.879 0.265 0.212
H 1.884 3.780 0.180
C 0.826 3.979 0.380
C 0.367 4.240 1.615
H 1.031 4.288 2.489
C 1.172 -2.726 -2.238
C 1.713 -4.443 -0.115
C -0.917 -4.013 -1.105
C 2.935 1.274 2.462
C 3.279 -1.494 2.792
C 4.107 -0.311 0.370
C -3.318 2.026 0.528
C -4.461 -0.662 0.339
C -2.920 0.416 -1.608
H 0.148 3.875 -0.476
H -0.704 4.376 1.818
H 1.414 -3.699 -2.671
H 2.070 -2.101 -2.171
H 0.453 -2.239 -2.913
H 1.682 -5.224 -0.886
H 1.447 -4.889 0.852
H 2.740 -4.059 -0.038
H -0.591 -4.817 -1.775
H -1.562 -3.316 -1.656
H -1.475 -4.427 -0.255
H 3.963 1.644 2.322
H 2.738 1.126 3.532
H 2.230 2.034 2.095
H 4.332 -1.314 3.037
H 3.174 -2.509 2.394
H 2.678 -1.435 3.706
H 5.071 -0.359 0.901
H 4.060 0.593 -0.252
H 3.999 -1.189 -0.284
H -3.844 2.461 -0.335
H -2.384 2.592 0.682
H -3.945 2.117 1.423
H -5.192 -0.298 -0.397
H -4.874 -0.580 1.351
H -4.257 -1.724 0.132
H -3.910 0.687 -2.001
H -2.589 -0.525 -2.062
H -2.207 1.200 -1.866
C -0.608 1.181 -3.929
C -0.033 0.363 -4.911
C -0.165 0.748 -6.259
C -0.860 1.915 -6.593
C -1.562 2.616 -5.611
C -1.514 2.186 -4.288
O -0.352 1.025 -2.549
H 0.530 0.646 -2.398
H 0.458 -0.548 -4.620
H 0.302 0.130 -7.020
H -0.865 2.239 -7.630
H -2.142 3.489 -5.898
H -2.186 2.617 -3.537
C -1.189 0.850 5.289
C -0.158 -0.033 4.646
C 0.884 -0.628 5.547
O -0.178 -0.268 3.411
H -1.212 0.631 6.368
H -2.182 0.667 4.851
H -0.922 1.913 5.165
H 1.290 -1.558 5.116
H 1.701 0.102 5.704
H 0.403 -0.832 6.522
*
```

Values from the calculation:
* E_tot: -72699.088 eV
* orbital gap (spin up / spin down): 7.8 / 2.3 eV
* M: 560.4 g mol⁻¹
* energy above the lowest of the compared OMol25 structures with the same formula, charge and spin: 87.6 kJ/mol
* E_HOMO (spin up / spin down): -16.0756 / -14.6792 eV

Atom charges from the Löwdin analysis, given in e for atoms 1 to 6: 1.21 0.68 0.68 0.72 0.05 -0.09

Record 6
The following is a quantum chemistry calculation of a structure of composition C20H43GdN2P3SSe at a distorted geometry, from the Open Molecules 2025 dataset.

Structure (ORCA input):
```
! RIJCOSX wB97M-V def2-TZVPD def2/J DEFGRID3
* xyz 3 8
Gd -0.235 -1.234 0.133
P 0.157 1.379 1.152
P -2.681 -0.064 -0.693
P 2.331 -0.773 -0.964
H -1.011 -2.367 -3.280
C -0.271 -2.815 -2.602
C -0.601 -2.910 -1.252
H -1.676 -2.653 -0.963
C 0.281 2.937 0.201
C -1.215 1.697 2.332
C 1.610 1.464 2.251
C -3.451 -0.866 -2.147
C -3.912 -0.378 0.651
C -3.026 1.693 -1.076
C 2.863 -1.824 -2.342
C 3.329 -1.301 0.459
C 3.118 0.829 -1.334
H 0.614 -3.241 -3.101
H 0.034 -3.411 -0.439
H 0.247 3.780 0.909
H -0.562 3.017 -0.497
H 1.211 2.986 -0.385
H -0.846 2.520 2.954
H -1.423 0.825 2.975
H -2.149 2.018 1.851
H 1.431 2.330 2.897
H 2.526 1.650 1.678
H 1.739 0.569 2.878
H -4.522 -0.615 -2.135
H -3.311 -1.952 -2.059
H -2.990 -0.525 -3.086
H -4.936 -0.106 0.342
H -3.641 0.199 1.545
H -3.891 -1.444 0.919
H -4.101 1.828 -1.291
H -2.454 1.965 -1.973
H -2.726 2.355 -0.254
H 3.956 -1.784 -2.417
H 2.406 -1.491 -3.282
H 2.533 -2.854 -2.181
H 4.244 -1.763 0.082
H 2.793 -2.041 1.065
H 3.607 -0.479 1.127
H 4.152 0.730 -1.697
H 3.120 1.448 -0.431
H 2.519 1.336 -2.096
C 0.023 0.848 -5.551
C -0.705 -0.269 -6.010
C -0.448 -0.764 -7.309
C 0.554 -0.184 -8.121
C 1.290 0.907 -7.624
C 1.007 1.442 -6.364
Se -0.288 1.624 -3.832
H 1.189 1.712 -3.659
H -1.477 -0.704 -5.369
H -1.017 -1.613 -7.673
H 0.759 -0.591 -9.127
H 2.096 1.353 -8.213
H 1.530 2.330 -5.995
S -0.019 -3.061 2.112
C 0.017 -1.979 3.430
N 1.140 -1.593 4.079
C 0.829 -0.854 5.295
C -0.676 -0.723 5.259
N -1.050 -1.369 4.008
H 2.014 -2.094 3.962
H 1.325 0.119 5.249
H 1.184 -1.429 6.155
H -0.981 0.323 5.222
H -1.151 -1.236 6.100
H -1.986 -1.737 3.883
*
```

Values from the calculation:
* E_tot: -149274.767 eV
* orbital gap (spin up / spin down): 3.9 / 6.0 eV
* M: 672.8 g mol⁻¹
* energy above the lowest of the compared OMol25 structures with the same formula, charge and spin: 26.7 kJ/mol
* E_HOMO (spin up / spin down): -15.2391 / -15.2517 eV

Atom charges from the Löwdin analysis, given in e for atoms 1 to 6: 0.85 0.70 0.72 0.73 0.08 0.09